Entry 1:
Density functional theory data (ωB97M-V/def2-TZVPD) for a structure of composition C28H30MnN7S3Se2.

The geometry in XYZ format:
```
71
C28H30MnN7S3Se2, DFT ωB97M-V/def2-TZVPD
Mn -0.97 0.13 0.08
Se -1.27 -2.53 -1.73
Se -3.27 -1.36 -1.85
C -2.72 0.45 -2.27
C -3.40 1.05 -3.32
C -3.16 2.38 -3.60
C -2.23 3.07 -2.84
C -1.58 2.40 -1.83
N -1.82 1.11 -1.53
C -0.97 -2.78 0.16
C -0.91 -4.09 0.63
C -0.55 -4.30 1.96
C -0.30 -3.21 2.77
C -0.41 -1.94 2.23
N -0.72 -1.72 0.95
H -4.10 0.47 -3.91
H -3.69 2.87 -4.41
H -2.02 4.12 -3.02
H -0.86 2.91 -1.20
H -1.13 -4.91 -0.03
H -0.48 -5.31 2.34
H -0.02 -3.33 3.81
H -0.23 -1.07 2.84
C 2.44 1.31 -3.74
N 2.26 2.00 -2.46
C 2.66 3.29 -2.23
C 2.38 3.58 -0.93
N 1.80 2.45 -0.38
C 1.73 1.50 -1.33
S 1.12 -0.13 -1.18
C 1.48 2.33 1.01
C 2.34 2.92 1.92
C 2.00 2.87 3.26
C 0.83 2.24 3.63
C 0.04 1.67 2.64
N 0.35 1.70 1.34
H 3.41 1.58 -4.14
H 1.65 1.61 -4.43
H 2.40 0.23 -3.57
H 3.10 3.90 -3.00
H 2.52 4.48 -0.37
H 3.26 3.38 1.59
H 2.65 3.32 4.00
H 0.51 2.20 4.66
H -0.90 1.20 2.88
C -5.13 -0.75 4.25
N -4.11 -0.13 3.39
C -3.68 -0.52 2.20
S -2.91 0.71 1.21
N -3.86 -1.72 1.68
C -4.36 -2.96 2.28
H -5.54 0.04 4.87
H -4.71 -1.51 4.90
H -5.94 -1.16 3.65
H -3.87 0.82 3.61
H -3.66 -1.76 0.69
H -4.19 -2.96 3.35
H -3.80 -3.79 1.85
H -5.42 -3.10 2.07
S 2.61 -0.99 0.01
C 3.87 -1.16 -1.21
C 4.87 -0.19 -1.29
C 5.86 -0.30 -2.25
C 5.86 -1.38 -3.12
C 4.87 -2.36 -3.03
C 3.87 -2.26 -2.08
H 4.87 0.63 -0.58
H 6.65 0.43 -2.30
H 6.64 -1.48 -3.86
H 4.89 -3.21 -3.70
H 3.11 -3.02 -1.99
```

For the LUMO energy (alpha / beta), the calculation gives -8.518 / -8.557 eV. The highest occupied orbital energy (alpha / beta) is -0.605 / -0.592 Ha. The spin multiplicity is 4. Its HOMO-LUMO gap (alpha / beta) is 0.292 / 0.277 Ha. The energy comes out at -234450.7647 eV. As for the charge: +3. The value obtained for the relative energy (zero: lowest compared OMol25 entry of this formula, charge and spin) is 0.0 kcal/mol.

Entry 2:
Density functional theory data (ωB97M-V/def2-TZVPD) for an isolated molecule of C28H30N4O6.

The geometry in XYZ format:
```
68
C28H30N4O6, DFT ωB97M-V/def2-TZVPD
C -1.74 -1.80 -3.43
O -1.69 -0.42 -3.17
C -0.67 0.06 -2.40
C 0.30 -0.75 -1.80
C 1.31 -0.19 -1.05
C 1.40 1.20 -0.91
C 2.45 1.80 -0.13
N 3.31 1.09 0.50
N 4.28 1.70 1.21
C 5.13 0.97 1.98
O 6.01 1.46 2.64
C 4.94 -0.52 1.81
C 5.63 -1.19 0.81
C 5.52 -2.56 0.68
C 4.74 -3.29 1.56
C 4.06 -2.65 2.57
C 4.16 -1.27 2.69
N 3.42 -0.60 3.73
O 2.93 -1.29 4.60
O 3.30 0.60 3.66
C 0.43 2.00 -1.52
C -0.62 1.45 -2.23
C -1.72 2.34 -2.78
N -2.80 2.67 -1.87
C -2.43 3.48 -0.72
C -1.86 2.71 0.49
C -2.04 1.22 0.39
C -1.28 0.38 1.20
C -1.44 -0.99 1.17
O -0.69 -1.88 1.89
C 0.37 -1.38 2.66
C -2.43 -1.55 0.34
O -2.57 -2.91 0.40
C -3.70 -3.48 -0.20
C -3.17 -0.71 -0.48
C -2.96 0.66 -0.48
C -3.65 1.55 -1.49
C -5.00 2.03 -0.97
H -1.83 -2.38 -2.51
H -0.85 -2.14 -3.98
H -2.62 -1.95 -4.05
H 0.26 -1.82 -1.91
H 2.05 -0.81 -0.57
H 2.48 2.90 -0.08
H 4.31 2.71 1.28
H 6.25 -0.62 0.13
H 6.06 -3.07 -0.11
H 4.67 -4.37 1.46
H 3.45 -3.19 3.28
H 0.51 3.07 -1.44
H -1.28 3.29 -3.10
H -2.17 1.86 -3.65
H -3.33 4.02 -0.42
H -1.71 4.23 -1.06
H -0.79 2.92 0.62
H -2.36 3.06 1.40
H -0.54 0.83 1.85
H 0.01 -0.72 3.46
H 1.09 -0.84 2.04
H 0.84 -2.25 3.11
H -3.67 -3.42 -1.29
H -3.69 -4.53 0.10
H -4.63 -3.02 0.16
H -3.91 -1.12 -1.15
H -3.82 0.97 -2.41
H -4.91 2.45 0.03
H -5.41 2.79 -1.64
H -5.70 1.20 -0.93
```

For the LUMO energy, the calculation gives -0.573 eV. The highest occupied orbital energy is -0.281 Ha. Its HOMO-LUMO gap is 0.260 Ha. The energy comes out at -47764.2501 eV. The value obtained for the relative energy (zero: lowest compared OMol25 entry of this formula, charge and spin) is 141.5 kcal/mol.

Entry 3:
Density functional theory data (ωB97M-V/def2-TZVPD) for a structure of composition C28H30N5O4SSeTi.

The geometry in XYZ format:
```
70
C28H30N5O4SSeTi, DFT ωB97M-V/def2-TZVPD
Ti 0.93 0.01 0.75
O -2.27 0.66 1.72
C -1.88 -0.50 1.54
O -0.63 -0.78 1.34
C -2.88 -1.62 1.65
C -3.70 -1.54 2.78
C -4.66 -2.48 3.08
C -4.83 -3.55 2.20
C -4.06 -3.64 1.06
C -3.07 -2.69 0.73
S -2.34 -2.83 -0.83
H -3.54 -0.70 3.45
H -5.27 -2.40 3.97
H -5.58 -4.31 2.41
H -4.20 -4.46 0.37
N 1.14 -1.58 -0.68
C 2.49 -2.09 -0.51
C 3.37 -0.89 -0.11
O 4.57 -1.02 0.05
O 2.68 0.20 0.04
H 0.40 -2.28 -0.68
H 1.10 -1.09 -1.58
H 2.92 -2.54 -1.41
H 2.53 -2.82 0.30
N -0.41 5.99 0.94
C -0.06 4.64 0.96
C -0.43 3.81 2.02
C -0.02 2.49 2.04
N 0.73 1.94 1.07
C 1.09 2.75 0.05
C 0.73 4.07 -0.04
H -1.24 6.19 1.48
H -0.50 6.35 0.00
H -1.03 4.20 2.83
H -0.30 1.84 2.85
H 1.71 2.30 -0.72
H 1.04 4.65 -0.89
C -3.00 0.69 -1.48
C -1.59 0.66 -1.18
N -0.46 0.64 -0.96
H -3.16 0.78 -2.55
H -3.47 1.51 -0.94
H -3.44 -0.25 -1.14
C 3.21 1.64 2.84
C 2.68 0.29 3.26
C 3.07 -0.38 4.39
C 2.42 -1.64 4.37
C 1.66 -1.68 3.23
C 0.86 -2.86 2.76
N 1.79 -0.49 2.53
H 4.13 1.83 3.38
H 2.52 2.46 3.05
H 3.43 1.64 1.77
H 3.76 -0.02 5.14
H 2.51 -2.43 5.10
H 0.01 -3.05 3.42
H 1.49 -3.76 2.75
H 0.46 -2.72 1.76
Se 2.09 0.58 -3.50
C 1.20 0.29 -5.15
C -0.07 0.83 -5.39
C -0.74 0.60 -6.58
C -0.15 -0.17 -7.58
C 1.11 -0.70 -7.37
C 1.78 -0.47 -6.17
H -0.53 1.43 -4.61
H -1.73 1.03 -6.74
H -0.68 -0.35 -8.51
H 1.58 -1.30 -8.14
H 2.77 -0.89 -6.01
```

For the LUMO energy (alpha / beta), the calculation gives 4.025 / 4.024 eV. The highest occupied orbital energy (alpha / beta) is -0.052 / -0.052 Ha. The spin multiplicity is 2. Its HOMO-LUMO gap (alpha / beta) is 0.200 / 0.200 Ha. The energy comes out at -144466.2584 eV. As for the charge: -2. The value obtained for the relative energy (zero: lowest compared OMol25 entry of this formula, charge and spin) is 40.1 kcal/mol.

Entry 4:
Density functional theory data (ωB97M-V/def2-TZVPD) for a structure of composition C28H30NOSZn.

The geometry in XYZ format:
```
62
C28H30NOSZn, DFT ωB97M-V/def2-TZVPD
C 2.28 -0.16 2.35
C 2.77 -0.70 1.13
C 2.67 0.29 0.14
H 3.13 -1.71 0.99
C 2.11 1.44 0.73
C 1.89 1.16 2.10
H 1.84 2.35 0.23
C -0.70 -1.64 2.29
C 0.33 -2.38 1.66
C 0.03 -2.47 0.29
H 1.19 -2.80 2.15
C -1.20 -1.82 0.06
C -1.65 -1.32 1.30
H 2.92 0.16 -0.90
H 1.42 1.83 2.81
H 2.20 -0.68 3.28
H -2.52 -0.71 1.45
H 0.64 -2.96 -0.45
H -0.76 -1.37 3.33
Zn 0.44 -0.21 0.80
C -1.94 -1.69 -1.25
C -3.33 -2.32 -1.08
C -1.21 -2.39 -2.38
H -3.25 -3.31 -0.62
H -3.82 -2.45 -2.05
H -3.98 -1.71 -0.46
H -1.27 -3.47 -2.27
H -0.16 -2.11 -2.42
H -1.66 -2.13 -3.34
C -2.15 -0.20 -1.60
C -0.87 0.50 -1.92
H -2.58 0.32 -0.75
H -2.86 -0.12 -2.42
O 0.15 0.35 -1.22
N -0.79 1.29 -3.00
C 0.21 2.32 -3.26
H -1.31 0.95 -3.79
C 1.60 1.81 -3.57
C 2.74 2.43 -3.08
H 2.68 3.32 -2.46
C 4.00 1.94 -3.41
H 4.88 2.44 -3.03
C 4.12 0.82 -4.21
H 5.10 0.43 -4.46
C 2.98 0.19 -4.70
H 3.07 -0.68 -5.33
C 1.73 0.69 -4.38
H 0.85 0.20 -4.77
H 0.24 3.01 -2.41
H -0.17 2.90 -4.10
S -1.03 1.53 1.81
C -1.46 1.14 3.55
C -0.50 0.86 4.55
C -0.89 0.58 5.86
C -2.24 0.58 6.20
C -3.20 0.85 5.23
C -2.81 1.13 3.91
H 0.55 0.83 4.36
H -0.14 0.37 6.61
H -2.53 0.36 7.22
H -4.24 0.84 5.50
H -3.57 1.34 3.17
```

For the LUMO energy, the calculation gives 2.440 eV. The highest occupied orbital energy is -0.114 Ha. Its HOMO-LUMO gap is 0.204 Ha. The energy comes out at -92314.1704 eV. As for the charge: -1.

Entry 5:
Density functional theory data (ωB97M-V/def2-TZVPD) for a structure of composition C28H31BCsN9O6.

The geometry in XYZ format:
```
76
C28H31BCsN9O6, DFT ωB97M-V/def2-TZVPD
Cs 0.00 -0.38 2.29
C 4.76 2.07 1.31
C 3.78 1.55 2.17
N 2.59 2.11 1.94
N 2.79 2.98 0.93
C 4.08 2.98 0.54
B 1.65 3.81 0.26
N 1.13 3.11 -1.02
C 1.60 3.32 -2.27
C 0.92 2.48 -3.13
C 0.04 1.78 -2.28
N 0.18 2.16 -1.02
N 0.54 4.15 1.26
C 0.27 5.39 1.72
C -0.78 5.30 2.60
C -1.09 3.93 2.61
N -0.30 3.24 1.80
H 5.81 1.81 1.26
H 3.87 0.81 2.95
H 4.41 3.64 -0.25
H 2.15 4.85 -0.11
H 2.36 4.06 -2.44
H 1.05 2.39 -4.19
H -0.67 1.00 -2.53
H 0.85 6.23 1.38
H -1.24 6.10 3.16
H -1.85 3.40 3.17
O -0.09 -4.00 4.88
C 0.09 -2.88 4.37
O 0.79 -2.60 3.35
C -0.66 -1.68 5.01
O -0.14 -1.09 5.96
O -1.76 -1.35 4.43
O 4.76 -1.45 -5.08
C 4.59 -0.21 -4.39
C 3.64 -0.39 -3.23
C 3.82 0.32 -2.06
C 2.88 0.18 -1.05
N 1.82 -0.60 -1.15
C 1.65 -1.29 -2.27
C 2.53 -1.22 -3.34
C 0.39 -2.11 -2.33
C 0.13 -3.01 -3.36
C -1.08 -3.70 -3.37
C -1.39 -4.63 -4.51
O -1.91 -3.93 -5.65
C -1.98 -3.45 -2.35
C -1.64 -2.54 -1.36
N -0.48 -1.89 -1.35
H 5.36 -1.30 -5.81
H 4.17 0.54 -5.07
H 5.54 0.17 -4.01
H 4.66 0.98 -1.92
H 2.98 0.73 -0.12
H 2.37 -1.78 -4.25
H 0.86 -3.21 -4.13
H -2.16 -5.35 -4.22
H -0.49 -5.18 -4.79
H -1.46 -3.08 -5.69
H -2.94 -3.96 -2.32
H -2.31 -2.32 -0.54
C -6.14 -0.90 2.78
C -4.66 -1.09 3.16
C -4.26 -0.15 4.30
C -4.39 -2.54 3.55
C -3.83 -0.75 1.98
N -3.18 -0.49 1.07
H -6.75 -1.15 3.64
H -6.42 -1.56 1.95
H -6.35 0.13 2.49
H -4.88 -0.37 5.17
H -4.40 0.90 4.03
H -3.21 -0.33 4.56
H -4.98 -2.78 4.43
H -3.32 -2.68 3.77
H -4.69 -3.22 2.74
```

For the LUMO energy, the calculation gives 3.394 eV. The highest occupied orbital energy is -0.049 Ha. Its HOMO-LUMO gap is 0.173 Ha. The energy comes out at -56463.1242 eV. As for the charge: -2. The value obtained for the relative energy (zero: lowest compared OMol25 entry of this formula, charge and spin) is 12.1 kcal/mol.

Entry 6:
Density functional theory data (ωB97M-V/def2-TZVPD) for a structure of composition C28H31Cl3O2OsSi.

The geometry in XYZ format:
```
66
C28H31Cl3O2OsSi, DFT ωB97M-V/def2-TZVPD
C -0.79 0.64 -3.93
C -1.62 -0.50 -3.78
C -0.79 -1.62 -3.55
C -3.09 -0.51 -3.89
C 0.58 -1.19 -3.58
C 0.58 0.22 -3.82
C 1.78 1.07 -4.03
C -1.27 1.99 -4.29
C -1.28 -3.02 -3.45
C 1.77 -2.08 -3.52
Os -0.24 -0.15 -1.71
Cl -2.41 0.00 -0.78
Cl -0.14 2.21 -1.35
Cl -0.16 -2.30 -0.58
H -3.53 0.43 -3.58
H -3.53 -1.30 -3.28
H -3.38 -0.69 -4.93
H -2.14 -3.10 -2.79
H -0.51 -3.69 -3.07
H -1.57 -3.37 -4.44
H 1.62 -2.90 -2.82
H 2.65 -1.53 -3.20
H 1.97 -2.50 -4.50
H 2.63 0.70 -3.48
H 1.60 2.09 -3.70
H 2.04 1.09 -5.09
H -2.14 2.28 -3.70
H -1.56 2.01 -5.34
H -0.51 2.75 -4.13
O 2.58 4.14 -1.37
H 3.53 4.14 -1.19
O 0.50 0.12 0.08
Si 0.32 0.09 1.71
C 1.54 -1.10 2.52
C 1.45 -2.50 2.35
C 2.36 -3.36 2.97
C 3.39 -2.85 3.75
C 3.50 -1.47 3.93
C 2.59 -0.60 3.32
C 0.69 1.75 2.50
C 0.50 1.88 3.89
C 0.74 3.10 4.52
C 1.19 4.20 3.79
C 1.39 4.07 2.41
C 1.15 2.85 1.77
C -1.46 -0.31 2.23
C -2.01 -1.61 2.09
C -3.32 -1.88 2.48
C -4.12 -0.88 3.02
C -3.60 0.41 3.17
C -2.29 0.69 2.78
H 0.67 -2.95 1.77
H 2.27 -4.43 2.83
H 4.09 -3.51 4.23
H 4.30 -1.07 4.54
H 2.72 0.46 3.47
H 0.15 1.04 4.47
H 0.59 3.19 5.59
H 1.38 5.14 4.28
H 1.75 4.92 1.84
H 1.33 2.78 0.71
H -1.44 -2.42 1.69
H -3.72 -2.88 2.36
H -5.14 -1.09 3.32
H -4.22 1.19 3.59
H -1.94 1.70 2.91
```

For the LUMO energy (alpha / beta), the calculation gives 4.216 / 4.195 eV. The highest occupied orbital energy (alpha / beta) is -0.011 / -0.010 Ha. The spin multiplicity is 5. Its HOMO-LUMO gap (alpha / beta) is 0.166 / 0.165 Ha. The energy comes out at -81547.0568 eV. As for the charge: -2. The value obtained for the relative energy (zero: lowest compared OMol25 entry of this formula, charge and spin) is 2.1 kcal/mol.

Entry 7:
Density functional theory data (ωB97M-V/def2-TZVPD) for a cluster of 5 separate species, C28H31ClF2N5O3P in total.

The geometry in XYZ format:
```
71
C28H31ClF2N5O3P, DFT ωB97M-V/def2-TZVPD
C -2.05 -0.28 2.23
C -2.60 0.88 3.05
F -1.49 1.57 3.56
C -3.39 1.92 2.22
P -2.06 2.86 1.24
O -2.73 3.35 -0.20
Cl -1.58 4.56 2.38
N -3.92 2.95 3.21
C -5.21 2.45 3.64
O -5.86 2.85 4.52
C -5.67 1.28 2.70
C -4.71 1.51 1.51
C -4.70 0.36 0.44
C -5.69 -0.72 0.83
O -6.77 -0.68 0.47
F -5.33 -1.73 1.64
H -1.80 0.09 1.23
H -2.86 -1.01 2.08
H -1.18 -0.76 2.69
H -3.16 0.56 3.93
H -1.94 3.44 -0.77
H -4.24 3.69 2.58
H -6.70 1.43 2.40
H -5.52 0.37 3.29
H -4.95 2.40 0.92
H -5.09 0.78 -0.48
H -3.71 -0.03 0.21
C 0.41 1.03 -5.09
C 1.09 1.12 -3.88
C 0.53 1.89 -2.87
N -0.62 2.55 -2.99
C -1.26 2.46 -4.16
C -0.79 1.71 -5.24
H 0.81 0.44 -5.90
H 2.03 0.61 -3.73
H 1.02 1.98 -1.91
H -2.19 3.01 -4.23
H -1.35 1.67 -6.16
C 3.48 -0.20 3.75
C 2.31 0.31 3.21
C 1.73 -0.36 2.16
N 2.22 -1.48 1.62
C 3.34 -1.96 2.16
C 4.01 -1.36 3.21
H 3.98 0.30 4.58
H 1.87 1.22 3.60
H 0.81 0.00 1.70
H 3.72 -2.87 1.70
H 4.92 -1.80 3.61
C 3.00 -6.70 5.73
C 2.32 -6.30 4.60
C 2.54 -5.02 4.12
N 3.38 -4.15 4.68
C 4.03 -4.56 5.77
C 3.88 -5.82 6.34
H 2.86 -7.70 6.14
H 1.62 -6.96 4.10
H 2.03 -4.66 3.23
H 4.70 -3.83 6.22
H 4.43 -6.09 7.22
C 3.00 1.67 -9.70
C 2.57 2.51 -8.69
C 3.15 2.37 -7.44
N 4.09 1.47 -7.15
C 4.48 0.67 -8.14
C 3.97 0.73 -9.43
H 2.57 1.75 -10.70
H 1.81 3.26 -8.86
H 2.86 3.01 -6.61
H 5.25 -0.06 -7.88
H 4.33 0.05 -10.20
```

For the LUMO energy, the calculation gives 0.502 eV. The highest occupied orbital energy is -0.319 Ha. Its HOMO-LUMO gap is 0.338 Ha. The energy comes out at -70377.6580 eV.